No. 1
ORCA calculation (ωB97M-V with the def2-TZVPD basis set) on one molecule with the formula CHF3O4S in a non-equilibrium geometry.

Molecular weight: 166.076 Da
DFT total energy: -28226.0573 eV
F_max: 3.52 eV Å⁻¹

Last column: Mulliken charge in e.
Element x y z (Å)
O: -1.82 -0.01 -0.17  -0.518
S: -0.48 0.03 0.24  1.201
O: -0.09 0.44 1.54  -0.541
O: 0.39 -1.58 -0.10  -0.219
O: -0.35 -2.21 0.93  -0.387
C: 0.43 1.16 -0.91  0.699
F: 0.15 2.32 -0.21  -0.230
F: 1.71 0.97 -0.97  -0.169
F: -0.09 1.28 -2.11  -0.186
H: 0.15 -2.41 1.76  0.352

No. 2
ORCA calculation (ωB97M-V with the def2-TZVPD basis set) on a 2-piece molecular cluster, C2H3FO2S overall in a non-equilibrium geometry.

Energy above the lowest of the compared OMol25 structures with the same formula, charge and spin: 33.7 kcal per mole
Molecular weight: 110.109 Da
DFT total energy: -19768.4850 eV
F_max: 4.56 eV Å⁻¹

Last column: Mulliken charge in e.
Element x y z (Å)
C: 1.72 0.44 -0.81  -0.671
C: 1.14 0.50 0.40  0.038
O: -2.63 -1.25 -0.84  -0.405
O: -3.19 -1.19 1.55  -0.376
F: 0.15 -0.21 0.84  -0.208
S: -2.65 -0.50 0.43  0.775
H: 2.44 1.21 -1.07  0.225
H: 1.30 -0.05 -1.60  0.353
H: 1.73 1.05 1.12  0.268

No. 3
ORCA calculation (ωB97M-V with the def2-TZVPD basis set) on a 3-piece molecular cluster, C3H8N2O2 overall in a non-equilibrium geometry.

Energy above the lowest of the compared OMol25 structures with the same formula, charge and spin: 42.6 kcal per mole
Molecular weight: 104.109 Da
DFT total energy: -10315.1031 eV
F_max: 3.75 eV Å⁻¹

Last column: Mulliken charge in e.
Element x y z (Å)
C: -0.11 -0.25 0.51  -0.151
C: -0.07 -0.31 1.90  -0.451
N: 0.78 0.62 2.34  -0.072
C: 1.40 1.09 1.21  -0.169
N: 0.77 0.70 0.16  -0.496
H: -0.43 -1.13 -0.10  0.351
H: -0.36 -1.27 2.37  0.270
H: 1.17 0.65 3.30  0.263
H: 2.23 1.83 1.33  0.334
O: 0.20 -0.50 -2.58  -0.682
H: 0.35 -0.18 -1.70  0.473
H: 0.83 -0.01 -3.14  0.303
O: -2.55 -0.70 -1.90  -0.642
H: -2.47 0.08 -1.34  0.319
H: -1.74 -0.62 -2.35  0.350

No. 4
ORCA calculation (ωB97M-V with the def2-TZVPD basis set) on a 2-piece molecular cluster, C4H12NS2 overall in a non-equilibrium geometry.

Energy above the lowest of the compared OMol25 structures with the same formula, charge and spin: 58.7 kcal per mole
Molecular weight: 138.281 Da
DFT total energy: -27494.4357 eV
Charge: +1
F_max: 4.53 eV Å⁻¹

Last column: Mulliken charge in e.
Element x y z (Å)
C: 0.22 2.71 -1.27  -1.002
C: 0.73 -2.62 0.15  -0.670
C: -0.49 1.34 -0.99  -0.029
C: -1.64 0.19 1.20  0.718
N: 0.82 -1.50 1.13  -0.697
S: -2.54 -0.03 2.60  -0.062
S: -1.80 1.50 0.22  0.032
H: 0.27 3.37 -0.30  0.316
H: 1.18 2.54 -1.82  0.320
H: -0.47 3.31 -2.00  0.299
H: 1.64 -3.13 -0.27  0.301
H: 0.13 -3.30 0.59  0.339
H: 0.11 -2.09 -0.69  0.192
H: 0.14 0.51 -0.45  -0.015
H: -0.77 0.95 -1.92  0.426
H: -0.73 -0.46 0.95  -0.188
H: 1.08 -1.88 2.03  0.258
H: 1.68 -1.00 0.87  0.238
H: -3.13 1.28 2.71  0.223